No. 1
240
Properties=species:S:1:pos:R:3:forces:R:3 method="wB97M-V/def2-TZVPD" largest_force_ev_per_a=10.058 total_charge=+3 orbital_gap_ev="9.6 / 7.9" e_tot_ev=-228615.74682 de_lowest_ev=0.000 spin_multiplicity=6
Fe 1.908 -1.184 -2.036 -1.2 2.4 2.1
C 10.605 -4.885 2.641 -0.5 0.2 0.0
C 10.164 -3.823 3.645 -0.2 0.4 -0.1
C 8.779 -3.184 3.213 0.9 -0.1 1.4
C 8.280 -1.942 4.077 0.4 -0.6 -1.9
P 6.736 -1.158 3.341 1.2 -2.6 0.5
C 5.479 -2.569 3.317 0.7 1.7 0.1
C 5.413 -3.474 4.550 -0.3 0.3 0.2
C 4.641 -4.779 4.276 -0.3 -1.0 0.5
C 3.409 -4.775 3.364 0.5 0.8 -0.6
C 6.253 0.085 4.522 -1.3 0.9 -1.1
C 5.064 0.957 3.910 0.5 -0.6 1.2
C 4.627 2.016 4.906 -0.4 0.3 0.7
C 4.141 3.299 4.225 0.4 0.0 0.2
C 6.983 -0.482 1.640 -1.0 1.2 0.9
C 6.759 -1.446 0.536 0.7 -1.8 -1.1
C 7.443 -1.003 -0.754 1.1 0.0 -0.5
C 8.911 -1.530 -0.938 -1.1 0.6 -0.9
H 11.130 -4.434 1.799 0.0 -0.1 0.0
H 9.691 -5.357 2.281 0.2 -0.4 -0.3
H 11.243 -5.627 3.120 0.0 0.0 -0.2
H 11.004 -3.139 3.763 -0.3 0.5 0.1
H 10.035 -4.332 4.601 -0.2 0.2 0.2
H 8.149 -4.053 3.404 -0.7 0.3 -0.5
H 8.816 -2.937 2.152 -0.1 0.0 0.0
H 9.107 -1.232 4.062 -0.2 0.4 0.1
H 8.104 -2.223 5.115 -0.2 0.1 0.0
H 5.566 -3.106 2.373 0.0 0.1 0.0
H 4.596 -1.930 3.328 -0.6 -0.4 -0.6
H 4.914 -2.923 5.347 -0.4 0.1 0.0
H 6.377 -3.647 5.028 0.2 -0.5 -0.5
H 4.337 -5.196 5.236 0.0 0.2 0.2
H 5.285 -5.572 3.894 0.4 0.3 -0.2
H 3.707 -4.389 2.389 -0.1 0.0 -0.2
H 2.588 -4.132 3.683 0.0 0.0 0.3
H 3.025 -5.776 3.166 0.1 0.0 0.3
H 7.169 0.642 4.720 -0.1 0.4 0.0
H 5.943 -0.359 5.468 0.0 -0.2 -0.1
H 4.188 0.322 3.776 0.3 -0.3 -0.6
H 5.341 1.416 2.961 0.1 -0.2 0.1
H 5.411 2.124 5.655 0.4 0.9 -0.3
H 3.835 1.643 5.556 -0.3 -0.3 -0.2
H 3.933 4.115 4.917 0.2 -0.1 0.1
H 3.217 3.149 3.666 0.0 -0.3 -0.1
H 4.905 3.616 3.515 0.0 0.3 0.0
H 7.838 0.186 1.535 0.7 -0.6 0.4
H 6.192 0.236 1.425 -0.4 0.2 0.8
H 5.698 -1.654 0.398 0.0 0.3 0.0
H 7.166 -2.434 0.752 0.1 -0.2 0.1
H 7.548 0.080 -0.829 -0.4 0.3 0.2
H 6.856 -1.290 -1.627 0.0 -0.2 0.1
H 9.647 -1.011 -0.323 -0.1 -0.5 0.5
H 9.204 -1.242 -1.947 0.0 0.0 -0.2
H 8.947 -2.620 -0.946 0.2 0.0 0.5
C -4.226 2.962 8.649 -1.7 0.3 -0.4
C -2.986 2.434 7.963 -0.8 0.4 1.1
C -3.068 2.478 6.429 1.9 0.2 0.6
C -4.307 1.863 5.784 0.3 -0.8 0.5
P -4.094 1.455 4.051 0.3 1.9 -1.8
C -5.600 0.882 3.240 -0.8 -0.3 0.2
C -6.825 1.838 3.420 -1.2 -1.1 0.5
C -8.183 1.115 3.106 0.0 0.4 -1.1
C -9.427 2.083 3.090 0.6 -0.7 0.5
C -2.617 0.532 3.458 -0.9 -0.4 0.3
C -2.743 -0.029 1.993 0.7 0.6 0.6
C -1.409 -0.649 1.452 -0.3 -0.5 0.2
C -1.071 -2.066 1.910 -1.0 -0.2 -0.1
C -3.893 3.084 3.349 0.3 0.0 -1.3
C -2.463 3.610 3.293 1.2 1.9 -1.3
C -2.346 4.969 2.488 0.4 -0.3 0.4
C -0.951 5.566 2.538 0.2 0.9 1.4
H -4.214 2.931 9.739 0.2 -0.1 -0.1
H -5.147 2.486 8.315 0.0 -0.9 0.2
H -4.537 3.965 8.356 0.8 0.6 0.1
H -2.784 1.452 8.390 -0.1 -0.4 -0.5
H -2.205 3.040 8.422 0.6 0.1 -0.9
H -2.114 2.060 6.105 -0.1 -0.8 -0.4
H -2.880 3.496 6.087 -0.8 0.3 0.1
H -5.085 2.625 5.810 -0.3 -0.3 -0.1
H -4.660 0.952 6.268 0.0 0.1 0.5
H -5.776 -0.144 3.563 -0.5 0.0 0.7
H -5.461 0.678 2.179 0.5 0.6 -0.2
H -6.807 2.716 2.774 0.5 -0.1 -0.1
H -6.912 2.214 4.440 0.2 0.0 0.1
H -8.409 0.231 3.703 0.2 0.4 1.0
H -8.052 0.564 2.175 0.0 0.6 -0.8
H -10.291 1.680 2.562 0.1 -0.5 0.3
H -9.349 3.077 2.651 0.9 0.0 -0.1
H -9.657 2.230 4.145 -0.5 0.1 -0.1
H -2.606 -0.181 4.283 0.8 -0.9 -0.4
H -1.718 1.145 3.516 -0.2 0.1 0.3
H -2.949 0.806 1.324 0.0 0.4 0.1
H -3.660 -0.612 1.907 0.4 -0.7 0.0
H -0.540 -0.017 1.633 -0.2 0.4 0.4
H -1.461 -0.687 0.364 -0.3 0.0 -0.1
H -1.133 -2.216 2.988 0.5 0.2 0.1
H -0.151 -2.450 1.468 0.1 0.3 0.4
H -1.853 -2.721 1.524 -0.2 -0.2 -0.1
H -4.694 3.750 3.671 0.5 0.4 0.8
H -4.243 2.962 2.324 0.3 -0.2 -0.5
H -1.720 3.044 2.731 -0.8 -1.0 -0.7
H -1.835 3.621 4.183 -0.9 0.7 0.8
H -3.039 5.735 2.835 -0.2 -0.2 0.0
H -2.503 4.825 1.419 -0.7 -0.5 0.0
H -0.896 6.491 1.965 0.2 -0.3 -0.6
H -0.111 4.891 2.369 -0.2 -0.1 -0.5
H -0.765 5.962 3.536 0.0 -0.2 0.4
C -0.977 -6.024 1.703 1.0 0.4 0.7
C -1.302 -6.678 0.386 1.0 -0.5 2.2
C -2.100 -5.807 -0.461 1.1 1.0 -3.4
C -3.376 -5.267 0.061 -1.3 -0.2 0.1
P -4.402 -4.296 -1.113 0.1 1.1 -0.6
C -6.126 -4.019 -0.479 0.6 -2.4 -0.6
C -6.250 -4.025 1.034 -0.7 1.2 0.6
C -7.736 -3.656 1.455 1.5 -0.4 -0.9
C -8.688 -4.833 1.266 0.2 -0.4 0.2
C -3.783 -2.541 -1.138 1.6 -1.8 -1.0
C -4.431 -1.644 -2.164 -1.2 0.6 0.4
C -4.750 -0.322 -1.503 0.1 0.3 -1.0
C -5.891 -0.398 -0.502 -0.1 1.5 -0.6
C -4.355 -5.033 -2.850 0.7 1.3 -0.3
C -3.472 -4.321 -3.968 -0.8 -0.2 0.7
C -1.981 -4.508 -3.857 0.3 -1.0 0.1
C -1.435 -5.949 -4.164 0.4 1.0 -0.3
H -0.534 -5.031 1.629 -0.4 0.4 -0.4
H -0.116 -6.565 2.095 -0.5 -0.3 0.8
H -1.833 -5.975 2.376 0.2 -0.2 0.3
H -1.784 -7.607 0.690 -0.1 -0.3 -0.6
H -0.320 -6.880 -0.040 -0.3 -0.3 -0.6
H -2.222 -6.323 -1.413 -0.8 -0.3 -0.1
H -1.434 -5.033 -0.842 0.0 0.6 0.4
H -3.291 -4.617 0.933 0.2 -0.1 0.2
H -3.884 -6.183 0.360 -0.9 0.2 0.2
H -6.649 -4.916 -0.812 -0.4 0.1 -0.4
H -6.543 -3.154 -0.995 0.0 0.0 0.2
H -5.544 -3.265 1.368 -0.1 0.2 0.6
H -5.969 -4.955 1.527 0.1 -0.2 -0.4
H -7.985 -2.838 0.779 -0.4 0.2 0.2
H -7.730 -3.271 2.475 -0.1 -0.1 0.0
H -9.731 -4.529 1.349 0.1 -0.1 0.0
H -8.490 -5.640 1.972 -0.1 0.3 0.6
H -8.553 -5.393 0.341 -0.1 0.6 -0.5
H -2.761 -2.627 -1.506 0.5 -0.2 0.5
H -3.721 -2.148 -0.123 -0.3 0.0 0.0
H -5.397 -2.046 -2.472 -0.1 -0.1 -0.3
H -3.860 -1.470 -3.076 0.3 -0.3 0.3
H -5.040 0.359 -2.303 -0.5 0.1 -0.1
H -3.838 0.183 -1.183 0.1 -0.4 0.8
H -5.894 0.607 -0.079 -0.2 -0.1 0.8
H -5.914 -1.185 0.252 0.3 0.1 0.0
H -6.821 -0.383 -1.070 -0.2 -0.5 0.1
H -5.366 -5.022 -3.257 -0.2 -0.4 0.4
H -3.951 -6.041 -2.752 -0.4 -0.1 0.1
H -3.700 -3.260 -4.070 -0.2 0.0 0.3
H -3.818 -4.737 -4.915 0.0 -0.2 0.0
H -1.612 -4.286 -2.856 -0.2 0.1 0.3
H -1.543 -3.703 -4.446 0.4 -0.5 -0.5
H -0.355 -5.855 -4.054 0.0 -0.4 0.3
H -1.552 -6.372 -5.162 -0.5 0.6 -0.3
H -1.818 -6.734 -3.511 0.0 0.2 0.4
C -3.255 7.342 -7.796 0.2 -1.1 1.7
C -2.797 7.174 -6.276 0.5 1.0 -0.4
C -1.835 5.976 -5.911 -1.0 0.8 -1.3
C -1.361 5.962 -4.453 0.3 -0.3 0.5
P 0.018 4.776 -3.986 -0.2 0.2 -1.4
C 0.682 5.112 -2.370 -1.3 0.6 0.7
C 1.415 4.000 -1.688 0.0 -1.0 0.8
C 2.119 4.484 -0.434 -0.1 -0.5 0.3
C 2.530 3.262 0.419 1.5 1.0 -0.4
C -0.559 3.040 -4.194 0.3 0.8 -0.2
C -0.384 2.485 -5.636 0.0 -1.1 0.9
C -0.816 1.000 -5.616 -1.0 1.0 -0.5
C -2.346 0.746 -5.452 0.9 -0.5 -0.2
C 1.411 5.022 -5.102 -0.2 0.1 -0.8
C 1.809 6.467 -5.355 -1.2 1.4 1.2
C 2.299 6.795 -6.751 1.1 -1.4 0.1
C 3.563 5.959 -7.119 -0.4 1.1 0.6
H -3.846 6.481 -8.107 0.1 0.0 -0.2
H -2.368 7.437 -8.423 -0.2 0.1 -0.1
H -3.898 8.218 -7.885 0.2 0.0 0.0
H -3.625 7.206 -5.568 -0.4 -0.4 -0.2
H -2.326 8.139 -6.089 0.6 0.0 0.3
H -1.009 5.981 -6.622 0.3 0.1 0.1
H -2.453 5.138 -6.235 0.3 -0.7 0.6
H -2.187 5.816 -3.757 -0.2 -0.6 0.0
H -1.035 6.947 -4.116 0.4 0.2 -0.4
H -0.171 5.278 -1.712 -0.3 0.3 0.0
H 1.201 6.070 -2.361 0.3 0.0 -0.4
H 2.141 3.422 -2.259 -0.1 0.3 -0.4
H 0.683 3.267 -1.348 -0.2 -0.3 -0.2
H 1.527 5.170 0.171 -0.2 0.1 -0.2
H 2.965 5.040 -0.840 0.4 0.0 0.7
H 3.216 3.563 1.211 -0.1 0.2 0.2
H 3.172 2.682 -0.244 -0.3 -0.7 0.1
H 1.753 2.672 0.907 -0.3 0.1 -0.5
H -1.594 2.992 -3.854 -0.3 0.2 -0.2
H -0.018 2.431 -3.469 0.4 -0.1 -0.2
H 0.660 2.409 -5.941 0.1 0.5 0.4
H -0.894 3.043 -6.421 -0.3 0.1 0.2
H -0.243 0.495 -4.839 0.1 -0.2 -0.1
H -0.503 0.649 -6.600 0.0 -0.5 0.2
H -2.516 -0.269 -5.811 -0.2 0.0 -0.1
H -2.952 1.413 -6.065 0.1 0.1 0.0
H -2.710 0.744 -4.425 0.1 0.3 0.1
H 0.998 4.648 -6.039 0.4 -0.4 -0.3
H 2.283 4.440 -4.803 -0.3 -0.4 0.0
H 2.390 6.865 -4.523 0.8 -0.3 -0.2
H 0.919 7.079 -5.212 -0.4 0.1 -0.2
H 2.527 7.855 -6.856 -0.2 0.0 0.1
H 1.468 6.518 -7.399 0.1 0.2 -0.4
H 4.371 6.219 -6.436 0.1 0.2 0.1
H 3.907 6.263 -8.108 -0.1 -0.6 -0.1
H 3.409 4.892 -6.957 -0.1 0.0 -0.6
O -1.562 0.357 -2.064 -1.7 0.2 0.6
C -0.383 -0.151 -2.034 2.4 -1.7 -1.8
O -0.115 -1.350 -2.205 -2.1 -4.0 0.2
O 0.653 0.503 -2.044 2.3 4.6 1.2
H -1.434 1.275 -1.813 -0.3 0.6 -0.1
N 3.093 -0.420 0.312 -1.7 -1.3 1.9
O 3.373 -0.273 -0.852 5.2 3.0 -4.9
O 3.675 -0.105 1.330 0.5 0.4 -1.0
O 2.037 -1.033 0.298 -4.6 -2.1 2.9
N 2.393 -2.929 -1.668 -1.2 -5.2 1.9
S 3.763 -3.694 -1.713 7.8 -0.1 -4.1
O 3.778 -4.835 -2.629 -0.9 2.0 2.1
O 4.610 -3.709 -0.578 -1.0 -0.5 1.4
F 4.523 -2.521 -2.464 -0.4 0.1 -0.9
S 1.644 -4.404 -1.080 -4.8 -2.0 0.3
O 2.322 -5.099 0.030 -1.6 2.1 -2.9
O 0.984 -5.135 -2.173 1.7 1.8 2.8
F 0.417 -3.584 -0.398 1.0 -0.6 -0.3
N 2.709 -0.793 -3.690 2.3 4.2 -2.8
S 3.081 -1.395 -5.111 -1.4 -8.7 -4.8
O 4.414 -1.917 -5.247 -1.3 1.5 0.5
O 2.357 -0.896 -6.264 1.3 0.6 1.9
F 2.226 -2.785 -4.913 0.4 1.0 0.7
S 3.496 0.722 -4.306 2.7 5.6 1.6
O 2.688 1.515 -5.212 0.7 -1.6 1.1
O 4.968 0.685 -4.491 -4.4 -0.7 0.7
F 3.308 1.610 -2.970 0.1 -1.3 -0.2


No. 2
4
Properties=species:S:1:pos:R:3:forces:R:3 method="wB97M-V/def2-TZVPD" largest_force_ev_per_a=3.124 total_charge=0 orbital_gap_ev="8.4 / 8.1" e_tot_ev=-22646.77227 de_lowest_ev=0.000 spin_multiplicity=3
C 1.803 -1.063 0.015 0.7 -0.1 -0.1
N 0.844 -0.400 -0.099 1.3 0.7 0.0
P -1.916 1.583 0.061 1.0 0.3 -0.1
S -0.731 -0.119 0.022 -3.0 -0.9 0.2